{
  "formula": "C5H6Cl2N4O2",
  "method": "ωB97M-V with the def2-TZVPD basis set",
  "homo_energy_ev": -10.07,
  "e_lumo_ev": -1.1,
  "charge": 0,
  "relative_energy_kcal_mol": 49.5,
  "orbital_gap_ev": 8.999,
  "elements": ["C", "C", "C", "C", "C", "N", "N", "N", "N", "O", "O", "Cl", "Cl", "H", "H", "H", "H", "H", "H"],
  "coordinates": [[-1.626, 0.500, -1.358], [-0.298, 0.475, -1.480], [-2.262, 0.115, -0.084], [0.481, 0.289, -0.235], [-0.203, -0.598, 0.783], [-1.620, -0.428, 0.867], [2.005, -0.520, -1.050], [0.324, -0.620, 2.075], [1.078, 1.519, 0.392], [1.962, 1.288, 1.158], [0.659, 2.574, 0.021], [-3.968, 0.221, 0.054], [-0.154, -2.356, -0.054], [-2.103, 0.642, -2.310], [0.209, 0.652, -2.347], [2.875, -0.284, -0.552], [1.987, -1.523, -0.878], [0.918, -1.405, 2.126], [-0.264, -0.542, 2.872]]
}